[1]
2 unconnected molecules or ions with the total composition C5H10NO, computed with the ωB97M-V functional and the def2-TZVPD basis.

Element x y z (Å)
O (1.357000, 1.498328, -0.542773)
N (0.495962, -0.569303, -0.032682)
C (1.787024, -1.370975, 0.070481)
C (-1.772973, -0.145672, -0.202828)
C (0.438697, 0.907726, 0.215198)
C (-0.666133, -1.106001, -0.312668)
C (-1.024859, 1.210091, 0.074694)
H (-0.669089, -2.183889, -0.549344)
H (-2.645519, -0.376977, 0.309708)
H (-1.293954, 1.780781, 0.965736)
H (2.022815, -1.942436, -0.935892)
H (1.049016, 2.404964, -0.462686)
H (1.670589, -2.055517, 0.832688)
H (-2.274478, -0.077132, -1.205327)
H (0.668553, 1.115280, 1.629386)
H (-1.182330, 1.848461, -0.794403)
H (2.636185, -0.550096, 0.284411)

Atomic forces in eV per Å
0.1 1.0 0.6
8.2 3.8 2.4
1.0 4.0 -3.1
1.9 1.1 -1.8
-0.2 -4.6 1.3
-5.9 -4.1 -0.9
-1.3 0.6 -0.1
-0.4 0.9 0.1
-1.3 -0.6 2.0
-0.7 -0.3 -0.2
-0.7 1.3 1.8
0.9 1.0 -0.6
-0.2 -1.6 1.8
0.6 0.3 0.0
-0.2 -0.9 -2.9
0.1 0.2 0.1
-1.9 -2.2 -0.5

## Properties
net charge = +1
2S+1 = 3
energy above the lowest of the compared OMol25 structures with the same formula, charge and spin = 2.693 eV
expectation value of S² = 2.01
strongest force on any atom = 9.313 eV/A

Mulliken population analysis, charges in e, atoms 1 to 8: -0.41, 0.16, -0.83, -0.52, 0.12, -0.49, -0.64, 0.46

=====

[2]
A gas-phase ion, C7H10NS3 (charge -1), computed with the ωB97M-V functional and the def2-TZVPD basis.

Element x y z (Å)
S (-2.785046, -1.729892, 1.581409)
S (-0.015866, -2.478567, 1.180227)
S (2.951043, -1.763720, 1.217000)
N (0.943483, 0.002923, 0.946187)
C (0.029630, -0.400906, -1.735952)
C (1.915937, 1.008610, 1.432395)
C (-0.593020, 0.648180, -0.830867)
C (-1.985420, 0.845233, -1.129667)
C (1.348718, -1.269722, 1.145523)
C (-0.304081, 0.490793, 0.702087)
C (-1.232190, -1.377844, 1.299393)
H (-2.502755, 1.751920, -0.671172)
H (-2.124171, 0.904992, -2.222915)
H (-2.559333, 0.009684, -0.737257)
H (1.518045, 1.993326, 1.357165)
H (0.118474, -0.023675, -2.789409)
H (0.986962, -0.585630, -1.297671)
H (2.163535, 0.719432, 2.510016)
H (2.829887, 0.983666, 0.865407)
H (-0.587051, -1.360926, -1.821029)
H (-0.116782, 1.632123, -1.000869)

Atomic forces in eV per Å
-0.5 0.0 0.1
2.1 0.0 0.3
-0.3 -0.2 0.5
2.9 -1.2 1.2
-1.1 -0.5 -1.1
0.5 -1.0 1.2
2.0 0.2 1.5
-3.5 1.1 -0.2
-0.4 0.1 -1.3
-3.9 -1.6 0.3
-0.2 3.2 -1.4
1.0 -0.9 -0.4
-0.2 0.0 0.3
-0.2 -0.3 -0.2
-0.7 0.5 0.1
0.2 -0.2 0.8
0.8 -0.7 -0.3
-0.2 0.7 -1.3
0.4 -0.3 -0.2
0.8 1.2 0.5
0.4 -0.3 -0.2

## Properties
net charge = -1
energy above the lowest of the compared OMol25 structures with the same formula, charge and spin = 3.355 eV
strongest force on any atom = 4.186 eV/A

Mulliken population analysis, charges in e, atoms 1 to 8: -0.35, -0.11, -0.38, 0.50, -1.41, -1.24, 1.21, -1.30

=====

What is the formula in the second record? C7H10NS3

=====

The lowest energy above the lowest of the compared OMol25 structures with the same formula, charge and spin belongs to which entry? C5H10NO